The molecule C10H14N4S, computed with ωB97M-V/def2-TZVPD.

SMILES ... CCCCCn1cnc2c(=S)nc[nH]c21
Relative energy (zero: lowest compared OMol25 entry of this formula, charge and spin) ... 56.2 kcal per mole
Energy ... -27390.278 eV

Geometry as ORCA input:
```
! wB97M-V def2-TZVPD RIJCOSX def2/J DEFGRID3
* xyz 0 1
C 2.55100 -2.22167 -0.60914
C 2.45203 -0.83603 0.08309
C 1.58497 0.04579 -0.76888
C 1.42707 1.51017 -0.43583
C 0.51445 1.83469 0.81939
N -0.97819 1.66015 0.46210
C -1.96039 2.46623 -0.08508
N -3.05558 1.80030 -0.42540
C -2.73204 0.50280 -0.09814
C -3.65601 -0.60041 -0.11630
S -5.21080 -0.61064 -0.58347
N -3.17040 -1.72384 0.51730
C -2.01120 -1.85558 0.89841
N -1.05858 -0.81764 0.81515
C -1.49434 0.42844 0.42008
H 2.77615 -3.12162 0.13841
H 1.54058 -2.57506 -1.24754
H 3.30105 -2.14176 -1.54584
H 1.94051 -0.87058 1.10295
H 3.51015 -0.49800 0.18728
H 2.08542 0.11648 -1.79699
H 0.64294 -0.47080 -0.95313
H 2.35312 2.18250 -0.52645
H 0.89836 1.93635 -1.37537
H 0.71317 2.86874 1.15624
H 0.60367 1.31445 1.70057
H -1.88157 3.61862 0.06518
H -1.53516 -2.75792 1.24084
H -0.15039 -1.18416 0.96059
*
```

Atomic partial charges in e from the natural (NBO) method, atoms 1 to 6:
1 C -0.63
2 C -0.42
3 C -0.42
4 C -0.42
5 C -0.21
6 N -0.36

A cluster of 2 separate species, C10H14N6O2 in total, computed with ωB97M-V/def2-TZVPD.

SMILES ... O=[N+]([O-])c1ccc2nnnn2c1.CN1CCCC1
Energy ... -23627.043 eV

Geometry as ORCA input:
```
! wB97M-V def2-TZVPD RIJCOSX def2/J DEFGRID3
* xyz 0 1
O -2.56432 -1.04767 -0.37483
N -2.08496 -1.35093 -1.50072
O -2.80972 -1.51497 -2.50301
C -0.67568 -1.48718 -1.63162
C -0.11417 -1.57413 -2.93506
C 1.21233 -1.87284 -3.12896
C 2.06283 -1.87165 -1.99710
N 3.38080 -2.10015 -1.81404
N 3.58268 -2.03518 -0.45747
N 2.48687 -1.77545 0.19394
N 1.48798 -1.65714 -0.75839
C 0.14726 -1.55287 -0.52277
H -0.80044 -1.41086 -3.76176
H 1.69486 -2.06868 -4.08778
H -0.16936 -1.88609 0.44638
C -0.79971 -0.48192 2.02157
N -0.40442 0.68074 1.31691
C -1.44645 1.55878 0.83513
C -0.84584 2.98015 0.82287
C 0.54707 2.86282 1.49390
C 0.74115 1.38222 1.84817
H 0.09137 -1.10771 2.07836
H -1.17319 -0.33229 3.04682
H -1.56499 -0.94064 1.39470
H -1.72167 1.22794 -0.17683
H -2.37784 1.51494 1.42247
H -0.77996 3.34796 -0.20898
H -1.50152 3.64523 1.40071
H 1.34102 3.20368 0.82889
H 0.55935 3.46136 2.40894
H 0.87033 1.24409 2.93435
H 1.62834 0.95842 1.36520
*
```

Atomic partial charges in e from the natural (NBO) method, atoms 1 to 6:
1 O -0.38
2 N 0.50
3 O -0.36
4 C -0.04
5 C -0.16
6 C -0.22